(1)
Computed, not measured: a 2-piece molecular cluster, ClH4NSi overall at a distorted geometry, with ωB97M-V with the def2-TZVPD basis set.

XYZ file:
```
7
Properties=species:S:1:pos:R:3:forces:R:3
N -0.616801 0.915424 0.096443 -2.8 -3.1 0.4
Si 0.297502 -0.480580 -0.192674 -0.1 -1.5 2.7
Cl 2.297695 -0.003129 0.025855 -0.3 0.1 0.3
H -0.349989 1.818216 -0.048995 1.1 2.7 -0.5
H -1.658211 0.840515 0.201280 1.7 0.0 -0.1
H 0.418591 -1.148153 -1.472733 -0.6 -0.3 -0.4
H -0.388789 -1.942292 1.390822 1.0 2.0 -2.4
```
Forces are in eV/Å.

DFT total energy = -806.81797 Ha
Strongest force on any atom = 4.159 eV/A
M = 81.578 g/mol
LUMO = 0.393 eV
Net charge = 0
Energy relative to the best compared isomer or geometry (same formula, charge and spin) = 50.5 kcal per mole

(2)
Computed, not measured: one molecule with the formula C3H7N5 at a distorted geometry, with ωB97M-V with the def2-TZVPD basis set.

XYZ file:
```
15
Properties=species:S:1:pos:R:3:forces:R:3
C -1.703707 0.535032 -0.033791 -1.6 1.5 0.3
C -0.273325 0.230282 -0.116562 2.2 -4.1 1.2
C 2.289240 -0.697488 -0.105272 2.5 1.6 0.0
H -2.141902 -1.013208 1.105158 -1.8 0.1 -4.1
H -2.130367 -1.357455 -0.706965 -0.9 1.4 2.3
H -1.907441 1.357135 0.813639 0.2 -2.0 -1.9
H -1.963378 0.925425 -1.000166 -0.2 1.2 -0.5
H 3.389737 -0.963293 -0.270084 -1.8 0.1 0.1
H 1.984908 0.633144 1.487761 0.1 0.9 -4.3
H 0.731795 1.748051 -1.041144 0.3 -0.1 0.7
N -2.557425 -0.669946 0.036546 2.7 -1.4 3.4
N 0.078405 -1.010371 0.094918 -1.4 -1.4 0.4
N 1.339773 -1.517050 -0.222684 -0.5 1.3 0.1
N 2.125415 0.761171 0.265272 -3.1 -2.7 2.6
N 0.738269 1.038573 -0.306621 3.2 3.6 -0.3
```
Forces are in eV/Å.

DFT total energy = -392.11848 Ha
Strongest force on any atom = 4.902 eV/A
SMILES string = NCC1=NN=CNN1
M = 113.124 g/mol
LUMO = 0.679 eV
Net charge = 0
Energy relative to the best compared isomer or geometry (same formula, charge and spin) = 113.3 kcal per mole

(3)
Computed, not measured: one molecule with the formula C5H6O at a distorted geometry, with ωB97M-V with the def2-TZVPD basis set.

XYZ file:
```
12
Properties=species:S:1:pos:R:3:forces:R:3
C 0.346714 -0.212587 1.779350 0.0 0.1 0.0
C 0.060366 -0.075544 0.310941 0.3 0.0 -0.2
C 0.596432 -0.815301 -0.681745 0.1 -0.2 0.3
O 0.072527 -0.489477 -1.910473 -0.3 -0.5 -0.1
C -0.836583 0.454796 -1.644203 -0.2 -0.7 -0.5
C -0.916022 0.826145 -0.323736 0.7 0.1 -0.8
H 1.149765 -0.934446 1.969134 -0.1 0.2 -0.1
H -0.543921 -0.554868 2.322025 0.1 0.1 -0.2
H 0.634998 0.750345 2.212075 0.0 -0.1 0.0
H 1.368665 -1.568416 -0.713409 -0.2 -0.1 0.1
H -1.408073 0.850214 -2.475602 0.4 0.0 -0.1
H -0.524870 1.769140 -0.844357 -0.8 1.1 1.7
```
Forces are in eV/Å.

DFT total energy = -269.24873 Ha
Strongest force on any atom = 2.198 eV/A
SMILES string = Cc1ccoc1
M = 82.102 g/mol
LUMO = 0.973 eV
Net charge = 0
Energy relative to the best compared isomer or geometry (same formula, charge and spin) = 61.2 kcal per mole

(4)
Computed, not measured: a 12-piece molecular cluster, C5H34N6O13 overall at a distorted geometry, with ωB97M-V with the def2-TZVPD basis set.

XYZ file:
```
58
Properties=species:S:1:pos:R:3:forces:R:3
C 0.042900 0.056842 0.860221 1.4 -0.2 -0.5
C 1.434266 -0.149591 0.279131 0.3 0.0 -0.8
O 1.671566 0.693282 -0.874860 -0.2 0.0 0.5
O -0.937894 -0.705189 0.178073 -0.2 -0.5 0.4
H -0.189611 1.121388 0.901024 -0.2 0.0 0.0
H 0.123594 -0.317512 1.879436 -0.4 0.0 0.1
H 1.531339 -1.172534 -0.093091 0.0 -0.2 0.5
H 2.198268 0.063818 1.027982 -0.1 0.0 0.1
H 2.521288 0.449310 -1.276337 -0.3 0.1 0.1
H -0.985083 -0.500603 -0.769516 0.1 0.6 -0.4
C -3.045157 -0.012838 2.982394 1.4 0.8 0.2
O -2.069188 0.736264 3.173558 -0.7 -0.4 -0.2
N -4.132890 0.050584 3.783463 -0.3 -0.2 -0.1
N -3.028966 -0.929379 2.008420 0.2 -0.5 -0.4
H -4.961288 -0.394263 3.427091 -0.3 0.2 0.4
H -4.184263 0.893974 4.329503 -0.3 -0.1 0.0
H -3.880542 -1.360278 1.697048 0.1 -0.1 0.0
H -2.199158 -0.940727 1.397048 -0.6 0.1 -0.1
C -1.142104 1.233353 -3.060402 0.5 2.2 1.5
O -1.399216 0.219529 -2.415683 -0.4 -0.5 -0.8
N -2.005525 1.917511 -3.853064 -1.1 -1.0 -0.8
N -0.015194 1.956804 -2.783960 0.2 -1.2 0.3
H -2.903142 1.510995 -4.053205 0.1 0.0 0.1
H -1.845010 2.842290 -4.196900 0.3 0.0 0.1
H 0.321445 2.743183 -3.303386 0.0 0.0 -0.2
H 0.608574 1.436334 -2.171239 0.4 0.4 0.0
C 0.589723 -4.376534 0.263722 -0.4 1.2 -1.3
O 1.617426 -3.758472 -0.029339 -0.5 -0.6 0.5
N -0.654311 -3.781924 0.194370 1.8 -0.3 0.0
N 0.542414 -5.692370 0.521081 0.7 -0.4 0.3
H -0.540411 -2.782405 0.087319 -1.0 0.3 0.3
H -1.425996 -4.314435 0.538678 -0.5 0.7 0.2
H -0.352956 -6.112455 0.658548 0.1 -0.6 0.0
H 1.387281 -6.196699 0.306748 -0.3 -0.3 0.2
O 0.075953 2.131695 4.140239 0.3 0.2 -0.2
H -0.657570 1.825422 3.581276 0.1 -0.1 0.3
H 0.324062 1.359115 4.656006 -0.2 0.0 0.1
O -2.191985 2.925519 1.011665 0.0 0.2 -0.1
H -2.435725 3.542465 1.709770 0.0 -0.1 0.0
H -2.429781 2.057942 1.359610 0.2 0.0 0.2
O 0.900919 3.545705 0.512921 0.1 0.0 0.0
H 0.489517 2.783551 0.087039 0.0 0.0 0.0
H 0.204803 3.918063 1.062492 -0.1 0.0 -0.1
O 3.894069 1.006195 -2.584832 0.2 -0.2 -0.4
H 3.974087 1.681806 -3.268801 -0.1 0.0 0.0
H 4.168327 0.187122 -3.014857 0.0 -0.1 0.1
O -0.429032 -2.892376 -2.806118 0.0 -0.1 -0.2
H -1.311328 -2.925553 -2.424387 0.0 0.1 0.0
H -0.157777 -3.814713 -2.867428 0.1 0.0 0.0
O 3.047698 3.530672 -1.490381 0.0 -0.1 -0.3
H 2.307826 3.459099 -0.876134 0.0 0.2 0.2
H 3.352074 2.620771 -1.580547 0.0 0.1 0.2
O 2.855816 2.095102 2.656572 0.2 -0.2 0.1
H 2.211775 1.841686 3.327503 -0.2 0.2 -0.1
H 2.482190 2.887326 2.254750 -0.1 -0.1 -0.1
O 2.575759 -2.726019 -2.504174 0.1 0.0 -0.1
H 1.810131 -2.223637 -2.805277 -0.1 -0.1 0.1
H 2.246012 -3.244208 -1.750783 0.1 0.3 0.1
```
Forces are in eV/Å.

DFT total energy = -1517.69859 Ha
Strongest force on any atom = 2.727 eV/A
SMILES string = NC(N)=O.NC(N)=O.NC(N)=O.OCCO.O.O.O.O.O.O.O.O
M = 386.356 g/mol
LUMO = 0.162 eV
Net charge = 0

Q: The highest M belongs to which entry?
A: C5H34N6O13